1.
{"formula": "C5H8O", "method": "the ωB97M-V functional and the def2-TZVPD basis", "homo_ev": -9.5, "relative_energy_kcal_mol": 17.1, "largest_force_ev_per_a": 0.33, "orbital_gap_ev": 10.55, "species": ["O", "C", "C", "C", "C", "C", "H", "H", "H", "H", "H", "H", "H", "H"], "coordinates": [[-1.324, -0.308, 1.861], [-0.862, -0.403, 0.527], [-0.552, 0.950, -0.151], [0.592, 0.648, -1.138], [1.234, -0.580, -0.533], [0.440, -1.156, 0.367], [-0.556, -0.129, 2.419], [-1.669, -0.921, -0.007], [-1.431, 1.397, -0.626], [-0.202, 1.644, 0.624], [0.197, 0.406, -2.134], [1.289, 1.483, -1.269], [2.203, -0.955, -0.849], [0.642, -2.076, 0.909]]}


2.
{"formula": "C5H8O", "method": "the ωB97M-V functional and the def2-TZVPD basis", "homo_ev": -8.5, "relative_energy_kcal_mol": 113.1, "largest_force_ev_per_a": 0.39, "orbital_gap_ev": 8.43, "species": ["C", "C", "C", "C", "C", "O", "H", "H", "H", "H", "H", "H", "H", "H"], "coordinates": [[0.388, -1.475, 0.143], [-1.123, -1.285, -0.151], [0.692, -0.202, 0.838], [0.937, 0.881, -0.090], [0.131, 2.113, 0.189], [1.487, 2.085, 0.468], [0.936, -1.642, -0.797], [0.541, -2.338, 0.796], [-1.660, -2.230, -0.073], [-1.281, -0.866, -1.146], [-1.568, -0.603, 0.581], [1.227, 0.727, -1.135], [-0.173, 2.706, -0.673], [-0.534, 2.128, 1.049]]}


3.
{"formula": "C5H8O", "method": "the ωB97M-V functional and the def2-TZVPD basis", "homo_ev": -9.6, "relative_energy_kcal_mol": 77.5, "largest_force_ev_per_a": 3.99, "orbital_gap_ev": 10.07, "species": ["C", "C", "C", "C", "C", "O", "H", "H", "H", "H", "H", "H", "H", "H"], "coordinates": [[-1.199, 1.104, -0.243], [-1.347, 0.144, -1.179], [-1.141, 0.166, 0.906], [-1.243, -0.965, -0.025], [2.002, -0.130, 0.268], [-0.923, -2.113, 0.044], [-1.325, 2.238, -0.318], [-1.468, 0.104, -2.242], [-0.276, 0.192, 1.645], [-2.136, 0.150, 1.316], [3.077, -0.142, 0.739], [1.248, -0.980, 0.521], [1.476, 0.726, 0.456], [2.015, 0.096, -0.744]]}


4.
{"formula": "C5H8O", "method": "the ωB97M-V functional and the def2-TZVPD basis", "homo_ev": -8.4, "relative_energy_kcal_mol": 114.9, "largest_force_ev_per_a": 2.75, "orbital_gap_ev": 9.21, "species": ["O", "C", "C", "C", "C", "C", "H", "H", "H", "H", "H", "H", "H", "H"], "coordinates": [[-2.226, 1.303, -0.122], [-1.074, 0.859, -0.552], [-0.011, 0.994, 0.544], [0.678, -0.213, 0.038], [-0.139, -1.396, 0.379], [1.704, -0.216, -0.803], [-2.832, 1.167, -0.867], [-0.403, 0.926, 1.574], [0.583, 1.904, 0.438], [0.781, -1.451, 1.064], [-0.268, -2.184, -0.370], [-0.989, -1.309, 1.060], [2.206, 0.717, -1.015], [1.990, -1.100, -1.368]]}